Record 1
21
Properties=species:S:1:pos:R:3:forces:R:3:mulliken_charge:R:1 method="wB97M-V/def2-TZVPD" de_lowest_ev=2.470 smiles=CC[C@H](CN)NC lumo_energy_ev=1.007 total_energy_ha=-308.332276 spin_multiplicity=1 orbital_gap_ev=10.156 fmax_ha_per_bohr=0.074
C -1.660 -1.383 -1.099 2.03 0.69 0.98 -1.337
C -0.305 -0.599 -0.874 -0.13 -0.26 -3.18 -0.488
C 0.165 -0.375 0.555 -0.18 2.34 -1.04 0.329
C -0.376 0.942 1.111 -2.29 -1.24 -0.79 -1.210
N -1.827 1.178 1.318 -1.75 -1.34 -1.66 -0.634
N 1.625 -0.222 0.696 2.71 0.20 -1.78 -0.553
C 2.574 0.776 -0.135 -0.88 2.12 3.03 -0.790
H -1.787 -1.641 -2.115 -0.05 -0.08 -1.26 0.405
H -2.528 -0.841 -0.780 -0.39 0.23 0.41 0.278
H -1.534 -2.303 -0.576 -0.44 -0.79 0.61 0.346
H 0.512 -1.145 -1.501 -1.23 0.53 1.23 0.286
H -0.423 0.350 -1.512 0.36 -0.77 1.35 0.270
H -0.112 -1.174 1.208 -0.13 -0.87 0.32 0.490
H -0.024 0.985 2.092 1.47 0.93 1.26 0.375
H -0.078 1.618 0.344 0.69 1.35 0.27 0.556
H -2.355 1.301 0.406 1.14 0.06 1.20 0.277
H -2.303 0.315 1.668 0.76 0.87 0.04 0.263
H 1.953 -0.930 0.067 0.15 -1.77 0.63 0.277
H 2.360 0.775 -1.185 -0.20 -0.01 -0.67 0.322
H 3.677 0.492 0.033 -1.96 0.09 -0.01 0.298
H 2.446 1.880 0.279 0.30 -2.26 -0.93 0.242



Record 2
21
Properties=species:S:1:pos:R:3:forces:R:3:mulliken_charge:R:1 method="wB97M-V/def2-TZVPD" de_lowest_ev=2.565 lumo_energy_ev=1.002 total_energy_ha=-308.328801 spin_multiplicity=1 orbital_gap_ev=10.080 fmax_ha_per_bohr=0.046
H -0.034 -2.054 -0.623 0.71 -0.20 0.55 0.248
N 0.746 -2.565 -0.118 -0.79 -0.72 -2.10 -0.260
N 0.913 -2.232 1.027 0.12 0.89 1.93 -0.223
H 0.305 -1.429 1.349 0.05 -0.64 -0.37 0.253
C -1.287 -0.073 -1.816 0.09 -0.11 0.19 -1.263
C -1.164 -0.042 -0.299 1.26 1.61 1.11 -0.861
C 0.141 0.845 0.251 -1.63 -0.37 -1.05 0.530
C 0.123 1.119 1.753 0.05 -0.21 -0.12 -1.360
C 1.541 0.492 -0.246 -0.07 -0.07 0.20 -1.560
H -1.060 0.905 -2.237 -0.02 0.07 -0.03 0.344
H -2.306 -0.339 -2.109 0.09 -0.03 -0.03 0.390
H -0.605 -0.789 -2.272 0.04 -0.04 -0.09 0.285
H -1.994 0.543 0.105 -0.08 0.03 -0.06 0.364
H -1.318 -1.017 0.163 0.30 -0.18 0.03 0.554
H -0.115 1.793 -0.236 0.05 0.05 0.03 0.366
H -0.896 1.261 2.113 0.01 0.02 0.09 0.338
H 0.592 0.303 2.313 -0.12 0.09 0.06 0.315
H 0.698 2.024 1.979 -0.08 -0.13 -0.04 0.399
H 1.518 0.106 -1.263 0.10 -0.05 -0.09 0.343
H 2.169 1.388 -0.234 -0.09 -0.05 -0.05 0.413
H 2.031 -0.239 0.400 0.01 0.04 -0.17 0.385



Record 3
21
Properties=species:S:1:pos:R:3:forces:R:3:lowdin_spin:R:1 method="wB97M-V/def2-TZVPD" total_charge=+1 de_lowest_ev=1.477 lumo_energy_ev="-3.280 / -8.666" total_energy_ha=-308.067122 spin_multiplicity=2 orbital_gap_ev="11.923 / 6.130" fmax_ha_per_bohr=0.059
N -0.705 0.037 -1.884 -0.07 -1.87 2.37 0.095
C -0.417 0.578 -0.533 1.66 0.33 -1.84 0.136
C 1.149 0.407 -0.190 -1.50 -0.47 0.29 0.038
C 1.652 -1.026 -0.445 -0.43 0.80 0.37 0.004
C 1.371 0.812 1.273 0.20 0.03 -0.14 0.003
C -1.241 -0.072 0.671 -1.71 -1.87 1.07 0.125
N -2.645 -0.091 0.420 1.01 0.75 -1.68 0.510
H -1.560 -0.523 -1.815 -0.34 0.88 -0.72 0.009
H -0.081 -0.777 -1.967 0.27 0.63 -0.55 0.002
H -0.670 1.635 -0.602 -0.19 0.08 0.59 0.005
H 1.602 1.131 -0.880 0.08 -0.06 0.20 0.015
H 1.498 -1.403 -1.458 0.25 0.05 0.12 0.000
H 2.718 -1.034 -0.215 -0.08 -0.27 -0.06 0.002
H 1.112 -1.652 0.270 0.35 -0.38 -0.13 0.001
H 2.441 0.914 1.478 -0.20 0.59 -0.12 0.001
H 0.775 1.712 1.456 0.66 0.21 0.26 0.000
H 1.069 0.080 2.036 -0.21 -0.20 -0.53 0.001
H -0.945 -1.115 0.817 0.19 -0.04 -0.56 0.004
H -1.054 0.341 1.660 0.21 1.06 -0.37 0.017
H -2.957 -0.745 -0.296 -0.11 -0.44 0.56 0.016
H -3.113 0.791 0.203 -0.04 0.19 0.86 0.015



Record 4
21
Properties=species:S:1:pos:R:3:forces:R:3:lowdin_spin:R:1 method="wB97M-V/def2-TZVPD" total_charge=+1 de_lowest_ev=1.949 lumo_energy_ev="-2.640 / -7.269" total_energy_ha=-308.049758 spin_multiplicity=2 orbital_gap_ev="11.065 / 6.426" fmax_ha_per_bohr=0.102
C 0.649 -1.288 1.073 -1.43 1.45 1.54 0.062
N -0.040 -0.971 -0.193 4.27 0.13 -3.07 0.672
C 0.397 -1.856 -1.336 -2.58 -1.08 -1.64 0.053
C 1.272 1.284 -0.431 -0.80 -1.14 0.00 0.051
C -0.092 0.458 -0.698 1.37 0.66 0.57 0.049
C -1.212 1.171 0.014 -3.21 -3.02 -0.48 0.015
N -1.116 1.084 1.445 2.34 1.66 0.57 0.000
H 0.632 -0.302 1.553 -0.16 -0.63 0.46 0.001
H 1.732 -1.569 1.125 -1.11 -0.57 -1.10 0.021
H -0.067 -1.929 1.658 1.05 0.24 -0.44 0.023
H 0.278 -1.409 -2.466 -0.07 -0.88 3.19 0.001
H -0.261 -2.836 -1.261 1.48 1.77 -0.21 0.023
H 1.446 -2.102 -1.213 0.09 -0.17 0.29 0.021
H 2.192 0.883 -0.877 -0.34 -0.42 0.57 0.001
H 1.319 1.529 0.628 0.51 -0.33 0.03 0.002
H 1.167 2.227 -0.927 -0.57 0.58 -0.48 0.005
H -0.179 0.360 -1.784 -0.57 0.31 0.43 0.000
H -1.416 2.139 -0.273 0.30 2.26 -1.30 0.000
H -2.188 0.626 -0.339 1.55 0.78 0.80 0.000
H -0.646 1.967 1.804 -1.00 -1.60 -0.32 0.000
H -1.999 1.007 1.872 -1.12 0.00 0.59 0.000



Record 5
21
Properties=species:S:1:pos:R:3:forces:R:3:mulliken_charge:R:1 method="wB97M-V/def2-TZVPD" total_charge=+2 de_lowest_ev=1.439 smiles="C=[NH+]CC[C@H](C)[NH3+]" lumo_energy_ev=-8.248 total_energy_ha=-307.735579 spin_multiplicity=1 orbital_gap_ev=11.586 fmax_ha_per_bohr=0.062
C -1.508 1.788 2.671 -1.21 0.21 1.94 -0.072
N -1.560 0.958 1.693 2.33 0.78 0.72 -0.007
C -0.383 0.787 0.736 -1.45 2.07 -0.48 -0.757
C -0.625 -0.235 -0.399 -0.52 1.20 -2.65 -0.768
C 0.656 -1.024 -0.719 -2.04 -0.83 2.27 -0.023
C 1.779 -0.093 -0.698 2.58 0.75 0.45 -1.361
N 0.593 -1.751 -2.035 0.75 0.31 -0.99 -0.228
H -2.335 1.853 3.480 1.02 -0.30 -1.84 0.286
H -0.666 2.487 2.916 -0.41 -0.96 -0.88 0.304
H -2.361 0.392 1.533 -0.97 -0.58 0.15 0.283
H -0.414 1.854 0.291 0.88 -1.83 0.43 0.395
H 0.575 0.609 1.258 -1.24 0.20 0.39 0.415
H -1.443 -0.969 -0.328 -0.06 0.60 0.55 0.523
H -0.831 0.415 -1.331 -0.07 -1.04 1.26 0.358
H 0.607 -1.765 0.107 1.00 -0.08 -0.75 0.234
H 1.849 0.405 0.320 0.13 -0.34 -1.84 0.330
H 2.777 -0.601 -0.739 -0.78 0.45 -0.52 0.389
H 1.603 0.629 -1.546 0.69 -0.28 1.01 0.529
H -0.258 -1.698 -2.565 -1.24 0.66 -0.04 0.352
H 0.665 -2.781 -1.958 1.07 0.49 -0.01 0.390
H 1.280 -1.259 -2.686 -0.44 -1.49 0.82 0.430



Record 6
21
Properties=species:S:1:pos:R:3:forces:R:3:mulliken_charge:R:1 method="wB97M-V/def2-TZVPD" total_charge=+2 de_lowest_ev=0.752 smiles="C=[NH+]CC[C@@H](C)[NH3+]" lumo_energy_ev=-8.817 total_energy_ha=-307.760828 spin_multiplicity=1 orbital_gap_ev=11.471 fmax_ha_per_bohr=0.036
C 1.269 2.212 2.365 0.10 1.13 0.08 -0.144
N 0.421 1.600 1.629 0.10 0.42 -0.54 0.008
C 0.764 0.818 0.409 0.35 0.35 -0.09 -0.644
C -0.461 -0.013 0.036 -0.62 -0.41 -0.29 -0.865
C -0.295 -0.941 -1.210 1.51 0.70 0.79 0.028
C 0.289 -2.332 -0.873 -0.34 1.11 0.08 -1.268
N -1.623 -0.983 -1.932 -0.10 -0.23 -0.19 -0.323
H 1.054 2.469 3.398 -0.63 0.42 -0.19 0.303
H 2.196 2.655 1.968 0.24 -1.39 0.08 0.304
H -0.578 1.761 1.769 0.10 -0.80 0.98 0.324
H 1.591 0.187 0.733 -0.04 -0.15 -0.23 0.409
H 1.149 1.495 -0.357 -0.27 -0.05 -0.14 0.393
H -1.313 0.624 -0.232 0.21 0.38 0.47 0.457
H -0.729 -0.577 0.944 -0.16 -0.10 -0.42 0.411
H 0.379 -0.374 -1.864 -0.19 -0.42 -0.27 0.347
H 1.069 -2.182 -0.128 -0.01 0.09 0.11 0.349
H 0.814 -2.797 -1.713 -0.68 -0.23 0.02 0.396
H -0.502 -2.897 -0.374 0.26 -0.52 -0.34 0.422
H -2.409 -1.163 -1.300 0.05 -0.24 0.01 0.370
H -1.833 -0.097 -2.399 0.09 0.05 0.00 0.350
H -1.636 -1.700 -2.666 0.04 -0.09 0.10 0.374



Record 7
22
Properties=species:S:1:pos:R:3:forces:R:3:mulliken_charge:R:1 method="wB97M-V/def2-TZVPD" de_lowest_ev=5.017 lumo_energy_ev=0.961 total_energy_ha=-383.516352 spin_multiplicity=1 orbital_gap_ev=10.066 fmax_ha_per_bohr=0.073
N 2.427 -0.174 1.612 0.69 0.18 0.57 -0.675
C 1.543 -0.318 0.479 -1.00 -1.41 -0.19 0.472
C 2.058 0.218 -0.832 0.55 1.27 0.21 -0.801
O 3.161 -0.552 -1.264 -0.43 -0.83 1.29 -0.506
C 0.147 0.248 0.818 0.32 -2.86 1.37 -0.949
N -0.942 -0.127 -0.492 2.38 1.81 1.78 -0.454
C -2.247 0.316 -0.001 -0.07 0.15 0.30 -0.077
C -3.333 -0.294 -0.849 -0.60 -0.05 -0.24 -1.279
H 2.734 -1.041 2.031 0.13 -0.31 -0.61 0.253
H 1.988 0.267 2.398 -0.36 0.66 0.12 0.256
H 1.428 -1.387 0.238 -0.23 0.15 0.31 0.242
H 2.415 1.258 -0.696 -0.40 -0.12 -0.05 0.251
H 1.222 0.183 -1.536 0.19 -0.01 -0.20 0.464
H 3.401 -0.267 -2.122 0.41 0.41 -1.31 0.303
H 0.275 1.247 1.267 -0.61 0.29 -0.73 0.348
H -0.372 -0.365 1.543 0.42 -0.04 0.53 0.481
H -0.248 0.703 -0.376 -1.82 0.66 -3.19 0.127
H -2.364 1.406 -0.051 0.10 -0.03 0.27 0.256
H -2.379 -0.025 1.042 -0.14 0.30 -0.13 0.293
H -3.512 -1.342 -0.608 0.26 -0.07 -0.23 0.297
H -3.112 -0.164 -1.908 0.12 -0.24 -0.06 0.332
H -4.290 0.210 -0.693 0.08 0.09 0.19 0.366



Record 8
22
Properties=species:S:1:pos:R:3:forces:R:3:mulliken_charge:R:1 method="wB97M-V/def2-TZVPD" de_lowest_ev=3.411 smiles="C=C(C)O.CC(N)N" lumo_energy_ev=0.585 total_energy_ha=-383.575342 spin_multiplicity=1 orbital_gap_ev=8.377 fmax_ha_per_bohr=0.090
C -1.264 2.036 0.175 0.62 -1.54 -0.38 -0.849
C -0.168 1.468 -0.417 0.07 4.60 0.70 0.724
C 0.066 1.650 -1.898 0.08 -0.89 0.14 -1.262
O 1.074 1.574 0.265 -0.70 -1.07 -0.33 -0.517
H -2.117 2.313 -0.415 -0.26 -0.21 -0.19 0.250
H -1.415 1.972 1.243 0.20 0.39 0.21 0.250
H -0.849 1.875 -2.431 -0.28 -0.11 0.06 0.344
H 0.762 2.464 -2.072 0.13 0.05 0.18 0.307
H 0.495 0.744 -2.313 0.13 -0.15 -0.25 0.293
H 0.912 1.992 1.121 -0.08 -0.17 -0.16 0.335
C -0.580 -2.587 0.299 0.39 0.14 -0.20 -1.477
C 0.168 -1.274 0.497 -1.68 2.01 -2.36 1.023
N 1.524 -1.390 0.087 0.86 0.09 0.20 -0.732
N 0.077 -0.855 1.847 0.77 0.68 1.59 -0.645
H -0.052 -3.389 0.822 0.07 0.17 0.12 0.409
H -0.619 -2.869 -0.750 -0.21 0.06 -0.19 0.335
H -1.572 -2.517 0.721 -0.31 0.03 -0.06 0.332
H -0.383 -0.273 -0.196 0.94 -3.21 1.37 -0.204
H 1.957 -0.469 0.043 -0.08 -0.30 -0.09 0.287
H 1.632 -1.861 -0.800 -0.07 0.01 0.01 0.243
H 0.972 -0.468 2.171 -0.50 -0.35 -0.21 0.282
H -0.622 -0.135 2.002 -0.08 -0.23 -0.16 0.270



Record 9
22
Properties=species:S:1:pos:R:3:forces:R:3:mulliken_charge:R:1 method="wB97M-V/def2-TZVPD" de_lowest_ev=4.195 smiles="C=NCC[C@@H](C)N.O" lumo_energy_ev=0.823 total_energy_ha=-383.546544 spin_multiplicity=1 orbital_gap_ev=9.712 fmax_ha_per_bohr=0.072
C -2.628 -1.978 -0.081 -2.88 -0.52 0.06 -0.197
N -1.637 -2.194 -0.776 2.37 0.11 -0.73 -0.510
C -0.302 -1.694 -0.368 1.86 -3.09 -0.83 -0.912
C -0.007 -0.387 0.257 0.09 2.49 0.73 -0.191
C 0.590 0.577 -0.811 -0.67 0.39 -1.70 0.688
C -0.300 1.830 -1.184 2.49 0.55 -1.03 -1.496
N 1.862 1.074 -0.368 1.16 1.08 0.29 -0.598
H -2.832 -1.503 0.812 1.40 1.86 2.50 0.270
H -3.661 -2.302 -0.258 0.33 -0.85 -1.54 0.253
H 0.405 -1.713 -1.232 -1.33 0.09 -0.30 0.338
H 0.314 -2.541 0.095 -1.62 0.69 0.49 0.336
H 0.686 -0.425 1.119 -0.21 -0.71 -0.81 0.040
H -0.817 0.180 0.759 -0.23 -0.69 -0.50 0.436
H 0.756 0.052 -1.837 -0.57 0.30 1.76 0.138
H 0.054 2.703 -0.562 -0.72 -0.89 -0.48 0.346
H -1.364 1.730 -1.211 -0.62 -0.36 0.32 0.348
H 0.012 2.056 -2.257 -0.49 0.12 1.22 0.344
H 2.397 1.662 -1.077 -0.68 -1.56 1.79 0.227
H 2.328 0.494 0.348 0.20 0.61 -1.52 0.138
O 1.338 0.362 2.932 0.85 1.85 -2.53 -0.643
H 1.248 1.051 3.583 -0.13 0.20 0.86 0.312
H 1.557 0.966 2.117 -0.59 -1.68 1.96 0.334



Record 10
22
Properties=species:S:1:pos:R:3:forces:R:3:mulliken_charge:R:1 method="wB97M-V/def2-TZVPD" de_lowest_ev=3.003 smiles=CN[C@H](C)CNCO lumo_energy_ev=0.845 total_energy_ha=-383.590330 spin_multiplicity=1 orbital_gap_ev=9.244 fmax_ha_per_bohr=0.065
C 0.937 -1.722 1.130 0.28 -1.98 0.90 -1.014
N 1.434 -0.393 0.851 -1.23 1.08 -0.83 -0.348
C 1.223 0.198 -0.491 -1.24 1.95 0.44 0.354
C 1.517 1.719 -0.359 0.63 0.15 -0.34 -1.508
C -0.248 0.314 -1.088 -0.03 -0.85 -3.23 -1.057
N -1.217 -0.740 -0.804 0.36 1.84 -0.91 -0.201
C -2.316 -0.286 -0.009 0.29 -2.00 1.19 -0.526
O -1.905 0.518 1.114 -0.42 0.42 -0.57 -0.511
H 1.581 -2.184 1.907 -0.34 0.38 -0.09 0.327
H 0.977 -2.520 0.367 0.36 0.88 -0.55 0.367
H -0.094 -1.813 1.492 0.05 0.49 0.10 0.292
H 0.880 0.248 1.440 0.57 -0.55 0.02 0.318
H 1.898 -0.234 -1.236 -0.19 -0.21 0.23 0.381
H 2.579 1.945 -0.161 -0.42 -0.09 -0.10 0.351
H 0.905 2.183 0.436 0.25 -0.43 -0.10 0.378
H 1.187 2.230 -1.285 0.51 -0.22 0.35 0.360
H -0.135 0.362 -2.243 0.42 -0.43 1.37 0.256
H -0.747 1.291 -1.041 0.34 -0.11 1.10 0.439
H -0.694 -1.568 -0.642 -0.62 -0.77 0.83 0.380
H -2.766 -1.195 0.439 -0.05 0.54 -0.26 0.361
H -3.092 0.220 -0.600 0.40 0.13 0.04 0.265
H -1.903 1.428 0.782 0.09 -0.20 0.41 0.338



Record 11
22
Properties=species:S:1:pos:R:3:forces:R:3:mulliken_charge:R:1 method="wB97M-V/def2-TZVPD" de_lowest_ev=2.730 smiles=NCCNCCCO lumo_energy_ev=0.986 total_energy_ha=-383.600389 spin_multiplicity=1 orbital_gap_ev=9.730 fmax_ha_per_bohr=0.065
N -3.462 -0.050 0.643 0.95 0.31 1.34 -0.649
C -2.421 1.011 0.465 -1.21 0.36 -2.12 -0.800
C -1.250 0.537 -0.403 1.47 -0.31 3.01 -0.363
N -0.432 -0.202 0.647 0.03 0.68 -1.31 -0.291
C 0.530 -1.124 0.143 0.88 -0.79 -0.94 -0.974
C 1.570 -0.555 -0.823 1.41 0.67 -0.23 -0.628
C 2.640 0.365 -0.151 -0.13 -0.75 -0.01 -0.239
O 3.967 0.064 -0.525 0.94 -0.13 0.00 -0.542
H -3.993 0.311 1.437 -0.54 -0.07 -0.38 0.249
H -3.010 -0.835 1.114 0.03 -0.27 -0.40 0.248
H -2.990 1.784 -0.056 0.27 0.30 -0.06 0.434
H -2.054 1.462 1.383 0.25 -0.18 0.19 0.362
H -1.485 -0.072 -1.275 -0.38 -0.05 0.06 0.314
H -0.535 1.335 -0.664 -0.88 0.12 -0.39 0.277
H -0.991 -0.553 1.402 -0.07 -0.34 -0.02 0.210
H 1.181 -1.483 0.931 -0.25 -0.28 0.62 0.530
H 0.138 -2.023 -0.367 -0.43 0.11 0.18 0.303
H 2.127 -1.389 -1.298 -0.31 0.09 0.57 0.388
H 1.240 0.017 -1.699 -0.70 -0.20 0.27 0.422
H 2.736 0.283 0.945 -0.84 0.05 -0.33 0.267
H 2.409 1.381 -0.432 -0.04 0.60 0.18 0.189
H 4.084 -0.264 -1.417 -0.44 0.09 -0.26 0.291



Record 12
22
Properties=species:S:1:pos:R:3:forces:R:3:mulliken_charge:R:1 method="wB97M-V/def2-TZVPD" de_lowest_ev=1.738 lumo_energy_ev=0.436 total_energy_ha=-383.636850 spin_multiplicity=1 orbital_gap_ev=9.116 fmax_ha_per_bohr=0.020
C -2.536 -1.127 0.638 0.02 -0.52 0.01 -1.093
C -1.433 -0.628 1.571 -0.03 0.34 0.86 -0.653
C -0.258 0.002 0.826 -0.51 -0.76 -0.23 -0.248
C 0.516 -1.064 0.005 -0.06 0.41 0.24 -0.742
N 1.922 -1.083 0.310 0.29 -0.80 0.55 -0.651
C 2.745 -0.328 -0.265 -0.35 0.40 -0.44 0.011
N 2.454 0.594 -1.263 0.02 -0.02 -0.03 -0.478
H -3.402 -0.471 0.669 0.01 0.10 -0.38 0.310
H -2.178 -1.302 -0.377 0.02 0.60 -0.18 0.303
H -2.893 -2.121 0.876 -0.17 -0.19 0.57 0.325
H -1.826 0.122 2.275 -0.16 -0.03 -0.35 0.390
H -1.102 -1.408 2.267 0.22 -0.16 -0.41 0.345
H 0.407 0.481 1.540 0.11 0.17 -0.14 0.379
H -0.693 0.725 0.127 0.35 0.28 0.26 0.102
H 0.314 -0.902 -1.051 0.04 -0.05 -0.40 0.436
H 0.142 -2.057 0.245 -0.15 -0.05 0.03 0.416
H 3.797 -0.448 -0.016 0.06 0.28 -0.04 0.390
H 1.479 0.818 -1.409 0.06 0.03 0.17 0.230
H 3.038 1.411 -1.301 0.21 -0.02 -0.05 0.252
O -0.091 2.715 -1.557 -0.19 0.10 -0.41 -0.631
H 0.512 3.278 -2.055 0.08 0.00 0.11 0.301
H -0.917 2.793 -2.058 0.15 -0.13 0.25 0.306